Entry 1:
A molecular structure, C16H10ClF5STi, computed with the ωB97M-V functional and the def2-TZVPD basis.

HOMO energy (spin up / spin down) = -2.53 / -2.53 eV
LUMO energy (spin up / spin down) = 1.904 / 1.943 eV
orbital gap (spin up / spin down) = 4.4 / 4.5 eV
total charge = -1
ΔE to the lowest compared entry with this formula, charge and spin = 106.6 kcal/mol
spin multiplicity = 2
<S²> = 0.76

```
34
C16H10ClF5STi (the ωB97M-V functional and the def2-TZVPD basis)
C -1.20914 2.43124 -1.81689
C -2.12305 1.32370 -1.75838
C -1.56727 0.24684 -2.48260
H -3.15702 1.42380 -1.43855
C -0.22155 0.55748 -2.78773
C 0.01856 1.94905 -2.46939
H 0.81527 2.57666 -2.79904
H -1.39697 3.46945 -1.61092
H -2.11697 -0.59884 -2.88484
H 0.45282 -0.01559 -3.40839
Ti -0.05139 1.17329 -0.50709
Cl -1.39616 1.30217 1.30827
C -1.34476 -3.35600 0.92054
C -0.74416 -3.72059 -0.33440
C -1.70132 -3.47323 -1.37600
H 0.27549 -4.09129 -0.47405
C -2.89037 -2.94084 -0.75989
C -2.68612 -2.89680 0.66022
H -3.41322 -2.55321 1.40321
H -0.84823 -3.37089 1.89300
H -1.56932 -3.70468 -2.43601
H -3.85676 -2.76707 -1.25806
F 3.24040 3.12042 4.10577
C 2.99718 2.26077 3.10148
C 3.21982 2.67164 1.79019
F 3.69772 3.90123 1.52265
C 2.82386 1.82082 0.75453
F 2.79519 2.30699 -0.53696
C 2.25502 0.55920 1.00627
S 1.47482 -0.40592 -0.32737
C 2.12637 0.14083 2.34423
F 1.51196 -1.03542 2.61714
C 2.44800 1.01236 3.38574
F 2.14129 0.68244 4.65330
```

These are the natural (NBO) partial charges, in e, on atoms 1 to 4:
1. C -0.4144
2. C -0.2586
3. C -0.1777
4. H 0.2507



Entry 2:
A molecular structure, C21H22Cl2N8O11P2RuS, computed with the ωB97M-V functional and the def2-TZVPD basis.

HOMO energy (spin up / spin down) = -4.90 / -4.88 eV
LUMO energy (spin up / spin down) = 1.889 / 1.366 eV
orbital gap (spin up / spin down) = 6.8 / 6.2 eV
total charge = -1
ΔE to the lowest compared entry with this formula, charge and spin = 22.3 kcal/mol
spin multiplicity = 6
<S²> = 8.76

```
68
C21H22Cl2N8O11P2RuS (the ωB97M-V functional and the def2-TZVPD basis)
Ru 0.19188 -0.03734 0.61692
Cl 1.47075 4.88877 0.39802
C 2.56554 3.57527 0.67431
C 3.92243 3.86224 0.88112
C 4.82251 2.86280 1.10279
Cl 6.50176 3.26015 1.35858
C 4.41466 1.50769 1.12341
C 5.26682 0.40475 1.33695
C 4.74678 -0.85656 1.32623
C 3.36951 -1.03416 1.10067
N 2.55652 -0.02936 0.89905
C 3.04932 1.23665 0.91166
C 2.07704 2.27790 0.70239
O 0.83562 1.96788 0.55714
H 4.24605 4.89352 0.87082
H 6.32049 0.57524 1.51141
H 5.37169 -1.72349 1.48986
H 2.92057 -2.01740 1.10316
N -1.33238 -4.38357 1.09226
C -1.25045 -3.65821 -0.25224
C -1.65612 -4.59710 -1.37220
P -2.49307 -2.28537 0.00529
O -3.64621 -3.23744 0.70951
O -3.10395 -1.76162 -1.24297
O -1.89108 -1.42972 1.06149
P 0.58733 -3.25960 -0.23413
O 1.03147 -4.80534 0.15742
O 1.27733 -2.92934 -1.49194
O 0.68478 -2.41680 1.01541
H -2.31157 -4.55901 1.33230
H -0.91137 -3.74384 1.78551
H -0.77810 -5.23896 1.04987
H -2.70307 -4.89694 -1.29261
H -1.02156 -5.48538 -1.39851
H -1.53000 -4.05926 -2.31105
H -4.51801 -2.96771 0.39700
H 1.77205 -5.04670 -0.41278
C -2.95298 -0.08982 -4.03259
C -2.56180 1.10059 -3.22786
C -2.18624 2.31859 -3.74043
C -1.82542 3.32371 -2.83265
N -1.83108 3.14959 -1.52212
C -2.15437 1.94925 -1.02832
S -2.10979 1.58704 0.62833
N -2.55052 0.96023 -1.89347
C -1.36923 4.66885 -3.30494
H -3.11970 0.19542 -5.06919
H -3.84960 -0.55332 -3.62307
H -2.14760 -0.82287 -3.98148
H -2.16577 2.48213 -4.80714
H -2.76438 0.03039 -1.49816
H -1.55959 4.82259 -4.36576
H -0.29738 4.75258 -3.11646
H -1.85697 5.44532 -2.71796
N -1.75921 0.18462 3.59861
C -0.45894 0.56640 3.59497
O 0.31663 0.07304 2.71015
C 0.04251 1.46431 4.55627
C -0.80655 1.98463 5.55467
N -1.50166 2.39841 6.38106
C 1.40322 1.83850 4.50530
N 2.51873 2.13279 4.45795
H -2.09643 -0.27745 2.76288
H -2.40997 0.75074 4.11868
O 1.14454 0.47194 -1.72439
N 0.32378 -0.32317 -2.20255
O 0.24405 -0.59910 -3.38074
O -0.51425 -0.83855 -1.36166
```

These are the natural (NBO) partial charges, in e, on atoms 1 to 4:
1. Ru 1.7392
2. Cl 0.0016
3. C -0.1406
4. C -0.2006



Entry 3:
2 unconnected molecules or ions with the total composition CH3NO3, computed with the ωB97M-V functional and the def2-TZVPD basis.

HOMO energy (spin up / spin down) = -11.09 / -11.10 eV
LUMO energy (spin up / spin down) = -1.541 / -1.542 eV
orbital gap (spin up / spin down) = 9.5 / 9.6 eV
total charge = 0
ΔE to the lowest compared entry with this formula, charge and spin = 111.9 kcal/mol

```
8
CH3NO3 (the ωB97M-V functional and the def2-TZVPD basis)
C 0.39183 -0.52777 -0.01157
N 0.50719 0.79995 0.50440
O -0.10347 1.70477 0.00657
O 1.30379 0.87441 1.41340
O -1.55915 -0.85442 -0.69415
H 0.83646 -0.72142 -0.97523
H 0.39555 -1.32531 0.71300
H -1.77219 0.04979 -0.95643
```

These are the natural (NBO) partial charges, in e, on atoms 1 to 4:
1. C 0.0251
2. N 0.4732
3. O -0.3284
4. O -0.3409



Entry 4:
A single C10H18OSi molecule, computed with the ωB97M-V functional and the def2-TZVPD basis.

HOMO energy (spin up / spin down) = -7.84 / -7.91 eV
LUMO energy (spin up / spin down) = 0.085 / 0.269 eV
orbital gap (spin up / spin down) = 7.9 / 8.2 eV
total charge = 0
ΔE to the lowest compared entry with this formula, charge and spin = 103.5 kcal/mol

```
30
C10H18OSi (the ωB97M-V functional and the def2-TZVPD basis)
C -0.64461 2.26277 0.69838
C -1.14996 3.45688 0.82107
C -1.63919 -2.27740 -1.54318
C -0.11352 -2.43554 -1.48482
C -2.10160 -0.99388 -0.77793
C 0.30897 -2.49878 -0.00380
C -1.56429 -0.88277 0.54257
C -0.07473 -1.19105 0.72257
C 2.09686 2.12558 -0.74884
C 1.61754 1.68835 2.35704
O 0.78687 -0.11904 0.19665
Si 0.94758 1.35854 0.62954
H -0.54416 4.43975 0.92908
H -2.12698 3.83719 0.98843
H -1.92502 -2.15170 -2.59386
H -2.18119 -3.13234 -1.18154
H 0.28730 -3.30508 -1.85813
H 0.41409 -1.65108 -2.03286
H -1.83247 -0.17092 -1.53327
H -3.13353 -1.01185 -0.77003
H -0.18494 -3.38145 0.44379
H 1.43638 -2.66704 0.03507
H -2.36941 -0.90465 1.37212
H -0.07441 -1.25324 1.81090
H 3.08732 2.34292 -0.27327
H 2.14574 1.34276 -1.53624
H 1.89084 3.06507 -1.26283
H 1.80619 0.90529 2.94539
H 2.46941 2.38621 2.06536
H 0.97319 2.30829 2.90324
```

These are the natural (NBO) partial charges, in e, on atoms 1 to 4:
1. C -0.3278
2. C -0.5275
3. C -0.3812
4. C -0.4090



Entry 5:
A molecular structure, C40H30BrF4N7O5PRbSi, computed with the ωB97M-V functional and the def2-TZVPD basis.

HOMO energy = -1.64 eV
LUMO energy = 2.584 eV
orbital gap = 4.2 eV
total charge = -2

```
90
C40H30BrF4N7O5PRbSi (the ωB97M-V functional and the def2-TZVPD basis)
Rb 0.29572 0.06136 0.96565
O 2.24239 0.06900 -2.05154
N 2.86176 0.94402 -1.28484
N 2.13579 1.95015 -1.07203
O 0.95548 2.02757 -1.56014
C 2.68982 3.07686 -0.35501
C 2.05359 4.29361 -0.51006
C 2.56953 5.38929 0.16553
C 3.68454 5.24719 0.97860
C 4.29161 4.00601 1.12754
C 3.79564 2.90021 0.45835
H 1.17452 4.36034 -1.13347
H 2.08695 6.35187 0.06313
H 4.07473 6.10329 1.51320
H 5.14553 3.88976 1.78052
H 4.24292 1.92361 0.57655
F 2.49158 -0.63804 3.71786
C 2.25930 -1.85603 4.26804
C 3.21323 -2.81816 4.00625
F 4.25509 -2.43177 3.23553
C 3.16041 -4.12541 4.49637
C 2.05254 -4.32587 5.32581
C 1.10533 -3.35617 5.60162
F 0.07193 -3.72271 6.38466
C 1.13644 -2.06309 5.07666
C 0.10719 -1.05157 5.32141
C 0.00530 0.03322 4.45025
N -0.03284 0.85697 3.63099
C -0.84364 -1.12148 6.35918
N -1.62171 -1.13115 7.21675
F 1.84343 -5.54355 5.86622
C 4.12487 -5.15445 4.14748
C 5.03916 -5.00024 3.08593
N 5.80246 -4.91683 2.21642
C 4.19783 -6.40263 4.80048
N 4.31582 -7.43510 5.31323
N -1.60401 1.91222 0.31793
C -2.62301 2.37072 0.05996
C -3.87062 3.01536 -0.25216
C -5.08093 2.41603 0.07974
C -6.25894 3.07528 -0.23475
C -6.23068 4.30597 -0.87499
C -5.01722 4.89353 -1.21140
C -3.83263 4.24892 -0.89995
H -5.07274 1.42836 0.52316
H -7.20500 2.61080 0.00997
H -7.15819 4.80809 -1.12139
H -4.99393 5.84893 -1.71966
H -2.87732 4.68398 -1.16242
C 2.11595 -5.07555 1.86688
O 1.10686 -4.55839 0.98104
P 1.16207 -3.00126 0.55824
O -0.34790 -2.83402 -0.00280
C -1.46054 -3.02273 0.89189
O 1.81194 -3.01461 -0.93696
C 3.22345 -2.87495 -1.04859
H 2.48806 -6.00571 1.44310
H 1.68022 -5.26273 2.84649
H 2.95324 -4.38450 1.97858
H -2.35132 -2.71681 0.34825
H -1.37821 -2.39429 1.78574
H -1.52100 -4.06552 1.20061
H 3.43399 -2.56039 -2.06916
H 3.72359 -3.82419 -0.84587
H 3.60996 -2.12214 -0.35537
Br -4.09477 -0.77304 -0.47508
C 1.53142 -3.33163 -5.66028
C 2.24648 -2.14464 -5.76143
C 1.96465 -1.09539 -4.90105
C 0.96593 -1.20162 -3.92968
C 0.26449 -2.40220 -3.83977
C 0.54118 -3.45825 -4.69894
Si 0.59196 0.20893 -2.73895
C -0.28343 1.46189 -3.82354
C -1.67671 1.48043 -3.72458
C -2.42961 2.35116 -4.50374
C -1.80197 3.21528 -5.38744
C -0.41626 3.21110 -5.49127
C 0.33317 2.34278 -4.71218
H 1.75526 -4.15857 -6.32330
H 3.02649 -2.04227 -6.50662
H 2.53970 -0.17887 -4.99182
H -0.49126 -2.52683 -3.07249
H -0.00793 -4.38645 -4.60321
H -0.37467 -0.29315 -1.75922
H -2.18709 0.82521 -3.02392
H -3.50830 2.35500 -4.40678
H -2.38934 3.89479 -5.99357
H 0.07908 3.88639 -6.17910
H 1.41464 2.35795 -4.80437
```

These are the Löwdin partial charges, in e, on atoms 1 to 4:
1. Rb 0.7065
2. O -0.1592
3. N 0.0950
4. N -0.2214



Entry 6:
A single C20H22N4O3 molecule, computed with the ωB97M-V functional and the def2-TZVPD basis.

HOMO energy = -8.04 eV
LUMO energy = 0.733 eV
orbital gap = 8.8 eV
total charge = 0
ΔE to the lowest compared entry with this formula, charge and spin = 74.4 kcal/mol

```
49
C20H22N4O3 (the ωB97M-V functional and the def2-TZVPD basis)
C -1.83637 -1.27244 -2.56168
O -1.64622 -1.52614 -1.19175
C -0.36217 -1.61422 -0.71957
C 0.75872 -1.54350 -1.53786
C 2.03823 -1.57766 -1.01657
C 2.23690 -1.68681 0.35091
C 3.62487 -1.54770 0.91966
C 3.90689 -0.05954 0.74385
O 4.61258 0.38799 -0.13357
N 3.22133 0.71699 1.62225
C 2.83078 2.06852 1.25297
C 1.55060 1.98190 0.49005
N 0.38423 1.78852 1.08887
N -0.48204 1.63977 0.11078
C -1.83591 1.41373 0.33637
C -2.72912 1.46712 -0.72661
C -4.07012 1.22625 -0.49631
C -4.51956 0.94439 0.78399
C -3.62309 0.90496 1.84070
C -2.27831 1.13693 1.62451
N 0.04369 1.71320 -1.09822
C 1.33687 1.92063 -0.90496
C 2.32491 2.05985 -1.99970
C 1.12357 -1.78657 1.17106
C -0.17208 -1.77114 0.66564
O -1.15320 -1.87030 1.61139
C -2.42233 -2.37739 1.26117
H -2.91260 -1.16301 -2.68718
H -1.33651 -0.34900 -2.86811
H -1.48329 -2.10539 -3.17905
H 0.64008 -1.43536 -2.60318
H 2.88688 -1.49374 -1.67746
H 4.35132 -2.12050 0.34487
H 3.66150 -1.84012 1.96794
H 2.55071 0.24850 2.21557
H 3.62350 2.48859 0.63258
H 2.70074 2.66296 2.15922
H -2.35904 1.69926 -1.71211
H -4.76929 1.26304 -1.31861
H -5.56842 0.75591 0.95829
H -3.97316 0.68440 2.83780
H -1.56227 1.09891 2.42889
H 1.90504 1.67554 -2.92466
H 3.23353 1.51462 -1.75163
H 2.58276 3.10953 -2.14174
H 1.22717 -1.88931 2.24134
H -3.01241 -1.65061 0.70049
H -2.91484 -2.59283 2.20942
H -2.33504 -3.29872 0.67992
```

These are the natural (NBO) partial charges, in e, on atoms 1 to 4:
1. C -0.2546
2. O -0.5259
3. C 0.2907
4. C -0.2854